C4H11N3O | the ωB97M-V functional and the def2-TZVPD basis

Positions of all 19 atoms, in Å:
O  0.020  -1.043  -1.327
N  0.773  -0.816  1.318
N  -1.956  -0.396  1.064
N  -2.732  0.553  -0.853
C  2.154  0.653  -0.231
C  -1.750  0.144  -0.154
C  -0.248  0.179  -0.663
C  0.742  0.355  0.473
H  0.453  1.221  1.079
H  0.928  -1.640  0.745
H  -2.469  1.018  -1.718
H  2.899  0.817  0.546
H  2.124  1.542  -0.857
H  -0.622  -1.151  -2.039
H  2.452  -0.203  -0.832
H  1.500  -0.746  2.020
H  -0.171  1.029  -1.359
H  -2.908  -0.594  1.324
H  -1.188  -0.922  1.464

Cartesian forces (eV/Å) of the 2 atoms listed first:
O 0.28 -0.09 -0.09
N 0.03 -0.44 0.15

Properties
Charge: 0
Frontier orbital gap in eV: 9.7
E_LUMO in eV: 0.79
F_max in hartree/bohr: 0.04836
Energy relative to the best compared isomer or geometry (same formula, charge and spin) in kJ/mol: 93.86
HOMO in hartree: -0.327